(1)
C5H8N | the ωB97M-V functional and the def2-TZVPD basis

XYZ file:
```
14
Properties=species:S:1:pos:R:3:forces:R:3:lowdin_charge:R:1
N 1.4741 -1.1109 0.8244 0.949 -1.643 -0.833 0.186
C -1.4162 0.9475 0.1861 3.430 1.775 0.974 -0.079
C -0.7706 0.1585 1.2616 0.672 -3.546 3.235 -0.020
C 0.2749 -0.2682 0.5435 -0.173 1.401 -1.760 -0.213
C -0.1999 0.4775 -0.7369 -1.917 -0.107 0.914 -0.181
C -0.0938 0.6317 -2.0542 3.516 -1.793 1.597 0.094
H 0.8468 0.3178 -2.5610 -0.916 0.032 0.248 0.085
H -0.9771 -0.2566 2.3486 -0.078 1.520 -2.255 0.169
H -1.2408 1.9977 0.5482 -0.365 -0.500 -0.882 0.145
H -0.8454 0.9937 -2.6553 -1.560 1.226 -0.960 0.051
H 1.4375 -1.6755 1.7486 0.196 1.838 -1.283 0.205
H 1.4552 -1.9762 0.1276 0.401 2.438 1.161 0.224
H 2.4038 -0.5041 0.6870 -2.291 -1.969 0.567 0.237
H -2.4187 0.8352 -0.0382 -1.864 -0.672 -0.724 0.098
```
Forces are in eV/Å.

Properties
- Structure (SMILES): C=C1CC=C1[NH3+]
- Frontier orbital gap: 9.31 eV
- Charge: +1



(2)
C5H8N | the ωB97M-V functional and the def2-TZVPD basis

XYZ file:
```
14
Properties=species:S:1:pos:R:3:forces:R:3:lowdin_charge:R:1
N 2.0873 -0.0740 0.0363 0.580 0.301 3.019 0.167
C -2.0212 0.8452 -0.0575 3.417 -0.637 -0.497 0.074
C -0.7234 -0.8970 -0.0257 -0.534 1.143 0.506 -0.166
C -2.2312 -0.4842 0.0033 2.894 1.209 1.951 -0.037
C 1.0568 0.9954 0.0039 -5.090 -0.751 -0.947 -0.073
C -0.2933 0.6204 -0.1459 0.114 -1.303 2.138 -0.049
H -0.3263 -1.5497 0.8419 -0.615 0.920 -1.570 0.144
H 2.9160 0.1749 0.7127 -1.947 -0.495 -1.396 0.224
H -2.5076 1.8003 0.0042 -0.369 -0.027 -0.150 0.089
H -0.5429 -1.1799 -1.0338 0.567 -1.677 -0.689 0.095
H 1.6784 -1.0002 0.3809 0.681 1.387 -0.995 0.176
H 1.3759 1.9510 -0.3222 0.751 0.766 0.310 0.100
H -2.9381 -1.1270 0.4847 -1.073 0.071 -0.648 0.109
H 2.4695 -0.0751 -0.8829 0.626 -0.906 -1.031 0.147
```
Forces are in eV/Å.

Properties
- Structure (SMILES): [NH3+]/C=C1/C=CC1
- Frontier orbital gap: 10.06 eV
- Charge: +1



(3)
C5H8N | the ωB97M-V functional and the def2-TZVPD basis

XYZ file:
```
14
Properties=species:S:1:pos:R:3:forces:R:3:lowdin_charge:R:1
N 2.2310 -1.4723 -1.1869 1.112 -1.278 -0.186 0.125
C -2.5218 0.9038 0.4824 -3.309 -1.101 2.131 -0.106
C 1.5085 -1.4653 0.1251 -1.519 0.518 -0.442 0.116
C -1.2185 1.0084 0.0096 5.380 0.609 -1.590 -0.146
C -0.0780 1.0789 -0.4817 -4.614 1.725 2.258 0.032
C 0.8611 -1.0399 -0.9179 1.852 -1.260 2.320 0.004
H 1.6349 -1.6169 1.2286 0.249 -0.063 -1.574 0.167
H -2.8845 1.5892 1.3209 0.964 -0.357 -1.367 0.128
H 2.3146 -2.3486 -1.7136 0.387 0.236 0.311 0.173
H -2.7945 -0.0984 0.9273 0.630 0.680 -0.584 0.110
H 0.7412 1.6314 -0.8409 0.725 0.068 -0.267 0.061
H 2.9804 -0.8033 -1.3570 -0.109 0.038 -0.015 0.173
H -3.1647 0.9984 -0.3851 -0.492 0.274 -0.001 0.092
H 0.2300 -0.4310 -1.4792 -1.256 -0.088 -0.994 0.070
```
Forces are in eV/Å.

Properties
- Frontier orbital gap: 9.16 eV
- Charge: +1



(4)
C5H8N | the ωB97M-V functional and the def2-TZVPD basis

XYZ file:
```
14
Properties=species:S:1:pos:R:3:forces:R:3:lowdin_charge:R:1
N -1.7060 0.4282 -0.4815 -1.221 -0.250 0.746 0.165
C -1.4566 -0.7061 0.3783 3.602 -0.141 -0.638 -0.123
C 2.0304 0.2089 0.1113 -0.590 -0.740 -3.387 -0.020
C -0.1411 -1.3696 -0.1278 -0.708 1.190 1.009 0.062
C 0.6626 -0.3072 0.0902 -3.324 1.125 0.842 -0.100
C -0.7348 0.5776 0.5874 2.162 0.135 1.151 -0.022
H -0.0873 -2.4104 -0.3760 0.586 -0.174 -0.414 0.113
H -1.0554 1.4331 1.3065 1.156 -1.737 -1.192 0.194
H -2.1136 -1.1993 0.9888 -2.132 -0.674 1.078 0.135
H -2.5135 0.9348 -0.2653 -1.838 0.939 0.323 0.161
H 2.5929 -0.2631 -0.7087 -0.065 -0.165 0.225 0.111
H -1.6103 0.3336 -1.4380 1.115 -0.116 -2.604 0.163
H 2.5006 -0.0686 0.9773 1.244 -0.172 2.385 0.070
H 2.0562 1.2439 -0.1553 0.012 0.779 0.476 0.092
```
Forces are in eV/Å.

Properties
- Structure (SMILES): CC1=C[C@@H]2[NH2+][C@H]12
- Frontier orbital gap: 11.11 eV
- Charge: +1



(5)
C5H8N | the ωB97M-V functional and the def2-TZVPD basis

XYZ file:
```
14
Properties=species:S:1:pos:R:3:forces:R:3:lowdin_charge:R:1
N 0.5958 -0.8107 -0.2147 -0.755 1.983 2.378 0.087
C 0.2593 1.0820 1.7386 2.075 4.271 -0.449 -0.021
C 0.0672 0.7103 0.3490 -0.741 -2.087 -0.248 -0.137
C -0.0790 -0.3906 -1.4281 1.608 3.919 -4.283 -0.203
C -0.5453 -1.5509 -0.7579 -3.676 -1.825 1.961 -0.025
C -0.4799 0.9835 -0.8216 -0.506 -1.264 -0.625 0.082
H 1.5099 -1.2148 -0.1057 0.370 -0.105 -0.242 0.185
H -1.5683 -1.6852 -0.1499 2.528 0.980 -1.232 0.201
H 0.0551 0.4186 2.5306 -0.080 -1.309 0.461 0.073
H -0.2700 2.0842 2.0524 0.730 -1.849 -1.134 0.150
H -1.1350 1.7721 -1.2436 0.711 -0.612 0.611 0.144
H 0.5277 -0.3037 -2.4347 -1.452 -0.903 2.050 0.207
H -0.3107 -2.4974 -1.1826 0.643 -0.592 -0.347 0.123
H 1.3730 1.4028 1.6681 -1.455 -0.609 1.098 0.134
```
Forces are in eV/Å.

Properties
- Structure (SMILES): CC1=C[C@@H]2C[N@H+]12
- Frontier orbital gap: 11.72 eV
- Charge: +1



(6)
C5H8N | the ωB97M-V functional and the def2-TZVPD basis

XYZ file:
```
14
Properties=species:S:1:pos:R:3:forces:R:3:lowdin_charge:R:1
N 1.2993 0.2102 -0.6087 -0.240 -0.911 -2.091 0.087
C 0.3242 -0.1594 0.4945 -6.351 -0.714 -0.102 -0.126
C -2.2822 0.2903 -0.3814 -7.187 9.390 -7.702 -0.047
C 1.3312 -1.0929 0.1529 0.633 -0.708 0.356 0.024
C -1.5596 -0.5574 0.2761 10.943 -4.475 5.591 0.020
C 1.1047 1.0817 0.5219 -0.480 -0.158 0.497 0.007
H -1.8016 -1.4550 0.7286 -0.097 -1.470 0.948 0.074
H 1.0954 -2.0637 -0.3145 0.280 0.862 0.025 0.161
H 0.6492 2.0279 0.4209 -0.714 0.777 -0.572 0.133
H 0.8831 0.3288 -1.5230 0.050 -0.020 -0.146 0.184
H -1.8404 1.2601 -0.9002 -1.198 -2.116 1.446 0.121
H 2.0199 1.1239 1.0255 1.085 0.050 1.399 0.121
H -3.3242 -0.0055 -0.7713 1.932 0.361 0.349 0.116
H 2.1009 -0.9890 0.8787 1.344 -0.868 0.003 0.124
```
Forces are in eV/Å.

Properties
- Multiplicity: 3
- Frontier orbital gap (alpha / beta): 7.11 / 8.53 eV
- Charge: +1



(7)
C5H8N2 | the ωB97M-V functional and the def2-TZVPD basis

XYZ file:
```
15
Properties=species:S:1:pos:R:3:forces:R:3:lowdin_charge:R:1
N -1.3413 0.2074 0.0721 0.086 -0.043 0.008 0.066
N 0.0847 0.7603 -1.7616 0.109 0.136 0.097 0.104
C 0.8719 -1.1785 -0.1300 0.116 -0.430 -0.037 0.039
C -0.0855 0.3898 -0.4043 -0.061 0.065 0.219 -0.504
C 0.7478 0.5044 0.7710 0.200 0.213 -0.099 -0.180
C -0.0031 0.3254 1.9996 -0.220 -0.024 -0.430 -0.114
C -1.2651 0.1570 1.4809 -0.122 -0.043 0.152 -0.192
H 1.9193 -1.2873 0.1549 -0.179 0.042 0.001 0.080
H -0.3682 1.6533 -1.9317 0.018 -0.101 0.002 0.096
H 0.7835 -1.4202 -1.1951 0.027 0.095 0.139 0.079
H -2.1199 -0.0610 -0.5127 0.093 0.041 0.110 0.152
H 0.2428 -1.8098 0.4932 0.051 0.132 -0.092 0.086
H 1.0702 0.8683 -1.9793 -0.110 -0.022 -0.005 0.093
H 1.7730 0.8617 0.6901 -0.198 -0.085 0.007 0.114
H -2.2065 -0.0134 1.9996 0.190 0.026 -0.073 0.082
```
Forces are in eV/Å.

Properties
- Frontier orbital gap: 7.72 eV
- Charge: 0



(8)
C5H8N2 | the ωB97M-V functional and the def2-TZVPD basis

XYZ file:
```
15
Properties=species:S:1:pos:R:3:forces:R:3:lowdin_charge:R:1
N -2.6388 0.6561 -0.0671 -0.021 0.024 -0.160 0.064
N 0.8978 -0.0256 0.1187 -0.135 -0.121 0.002 -0.192
C -1.3250 0.1440 -0.0025 0.198 -0.093 0.006 -0.351
C -0.1471 0.8463 -0.1081 -0.010 0.043 -0.012 -0.061
C 2.2970 0.3044 -0.0136 0.145 0.036 0.010 -0.041
C 0.3925 -1.2720 0.3366 0.090 0.040 -0.011 -0.112
C -0.9794 -1.2089 0.2788 -0.071 0.039 0.017 -0.050
H 1.0514 -2.1109 0.5194 -0.112 0.129 -0.016 0.115
H -3.2518 0.0424 -0.5897 0.040 0.056 0.080 0.077
H 2.4412 1.3634 0.2180 -0.010 -0.169 -0.037 0.087
H 2.8847 -0.2849 0.6964 -0.093 0.086 -0.114 0.088
H 2.6683 0.1095 -1.0273 -0.067 0.048 0.145 0.089
H -1.6645 -2.0301 0.4468 0.103 0.132 -0.026 0.096
H -2.6678 1.5745 -0.4926 0.001 -0.096 0.067 0.076
H 0.0414 1.8920 -0.3137 -0.057 -0.154 0.048 0.115
```
Forces are in eV/Å.

Properties
- Structure (SMILES): Cn1ccc(N)c1
- Frontier orbital gap: 8.50 eV
- Charge: 0



- What is the charge in the fourth record?
  +1